1.
{
  "formula": "C39H49GeN6O4Ti",
  "method": "ωB97M-V/def2-TZVPD",
  "s_squared": 2.004,
  "spin_multiplicity": 3,
  "gap_ev": [7.12, 6.24],
  "charge": 1,
  "species": ["Ge", "Ti", "O", "O", "O", "O", "N", "N", "N", "N", "N", "N", "C", "C", "C", "C", "C", "C", "C", "C", "C", "C", "C", "C", "C", "C", "C", "C", "C", "C", "C", "C", "C", "C", "C", "C", "C", "C", "C", "C", "C", "C", "C", "C", "C", "C", "C", "C", "C", "C", "C", "H", "H", "H", "H", "H", "H", "H", "H", "H", "H", "H", "H", "H", "H", "H", "H", "H", "H", "H", "H", "H", "H", "H", "H", "H", "H", "H", "H", "H", "H", "H", "H", "H", "H", "H", "H", "H", "H", "H", "H", "H", "H", "H", "H", "H", "H", "H", "H", "H"],
  "xyz": [[-1.587, 2.021, 0.334], [-0.371, -0.835, 0.180], [-4.307, 0.008, -2.453], [-1.775, -0.672, -1.162], [1.376, -1.612, 0.463], [-0.679, -1.043, 2.107], [0.541, -0.549, -3.204], [3.718, -2.165, 0.313], [-1.190, -2.722, 0.293], [-1.016, -3.268, 1.530], [4.404, -3.020, -0.581], [0.881, 0.512, -1.183], [-3.629, -1.182, -2.628], [0.047, -3.895, 6.363], [-1.046, 3.488, 1.571], [-0.083, -4.730, 5.264], [-3.535, -3.257, -3.879], [-1.547, 2.883, -1.455], [-0.426, -4.218, 4.019], [-0.352, -2.583, 6.214], [-3.446, 5.920, -3.138], [4.388, -1.039, 0.842], [2.862, 1.853, -0.796], [-2.489, -1.509, -1.894], [-1.566, -3.463, -0.754], [2.482, 0.889, -2.970], [-3.101, 4.389, 2.811], [2.222, -3.241, -1.068], [-2.495, -3.707, -3.057], [-5.365, -0.146, -1.495], [-4.114, -2.021, -3.616], [3.813, -4.740, -2.361], [-0.799, -2.349, 2.426], [3.503, -3.691, -1.353], [-2.135, -2.897, -1.930], [5.846, 1.121, 1.801], [6.147, 0.629, 0.549], [-0.701, -2.041, 4.973], [4.072, -0.470, 2.099], [-0.625, -2.843, 3.808], [5.767, -3.543, -0.341], [3.263, 1.699, -2.145], [-4.158, 5.502, 2.919], [1.320, 0.270, -2.453], [2.350, -2.300, -0.040], [1.671, 1.274, -0.378], [-2.703, 3.825, -1.724], [4.722, 0.696, 2.522], [-2.358, 4.894, -2.806], [-1.971, 4.685, 1.793], [5.403, -0.405, 0.047], [-0.094, 3.824, 1.105], [3.474, 2.392, -0.079], [-5.044, -1.706, -4.115], [-1.571, -4.538, -0.621], [-0.960, -0.975, 4.911], [4.441, 1.173, 3.486], [-6.237, 0.398, -1.909], [4.324, -5.615, -1.886], [0.922, -1.067, -3.974], [-3.160, 6.487, -4.036], [4.197, 2.149, -2.504], [-2.363, 4.977, 0.813], [1.355, 1.367, 0.687], [-5.058, 0.296, -0.502], [-3.549, 3.409, 2.472], [-0.405, -4.876, 3.142], [-4.936, 5.185, 3.657], [-4.649, 5.646, 1.955], [-3.058, 1.641, 0.544], [6.320, -3.421, -1.289], [1.277, -3.501, -1.556], [5.639, -4.617, -0.112], [-4.044, -3.882, -4.643], [-1.553, 2.019, -2.133], [-3.515, 3.206, -2.159], [-0.451, -0.629, -3.002], [6.482, 1.885, 2.236], [-1.304, 5.531, 2.179], [0.424, -4.269, 7.315], [-5.710, -1.182, -1.337], [-4.381, 5.364, -3.374], [-3.778, 6.479, 3.249], [-2.035, 4.340, -3.701], [2.816, 0.721, -4.000], [-2.611, 4.109, 3.764], [-1.424, 5.401, -2.456], [-1.986, -4.682, -3.212], [-0.440, -1.913, 7.093], [4.466, -4.317, -3.147], [-0.556, 3.406, -1.527], [-3.133, 4.284, -0.824], [-0.778, 3.070, 2.561], [-3.667, 6.599, -2.285], [6.296, -3.030, 0.494], [7.017, 1.060, -0.002], [3.324, -0.936, 2.759], [2.842, -5.061, -2.808], [0.103, -5.816, 5.386], [5.505, -0.784, -0.989]],
  "atomic_forces_ev_per_a": [[-0.9, 1.5, -0.2], [-0.8, 0.8, -0.5], [0.3, -0.5, 0.5], [-1.2, 0.0, -0.2], [2.9, -0.9, -0.1], [-0.6, -1.7, 0.7], [-0.4, -0.3, -0.1], [-1.5, -1.4, -1.2], [-0.3, -0.3, -1.9], [-0.3, -0.7, -0.1], [-0.2, -0.1, 0.0], [1.4, 0.2, -0.2], [-0.6, 0.9, -0.9], [-0.2, -0.2, 0.0], [1.2, -0.6, 0.6], [0.2, -0.9, 0.0], [0.1, -0.9, -0.2], [1.4, -0.6, 0.3], [0.6, -0.2, -0.6], [-0.4, 1.4, 0.5], [-0.5, -0.7, 0.1], [1.3, 2.1, 0.3], [-0.3, 0.0, -0.2], [0.6, -0.8, 0.5], [1.0, 0.8, 2.3], [0.8, 0.2, 0.2], [0.5, -0.9, -0.8], [0.7, -0.1, 0.1], [-0.6, 0.1, 0.4], [-0.6, 0.9, 0.7], [-0.5, 0.0, 0.4], [0.3, -0.4, 0.0], [0.3, 1.0, -0.5], [-0.8, 0.8, 0.5], [0.5, 0.2, -1.3], [-0.6, 0.9, 1.0], [1.1, 0.3, -0.3], [0.4, 0.0, -0.7], [-0.5, -0.5, -0.4], [-0.3, 0.0, 1.5], [-0.2, -0.2, 0.1], [-0.6, -0.7, 0.6], [-0.4, -0.7, 0.7], [-0.4, 0.7, 0.8], [-0.8, 1.3, 0.5], [0.4, 0.0, -0.3], [-1.1, 0.1, -1.1], [0.6, -0.6, 0.1], [1.1, -0.1, 0.8], [0.5, 0.7, 0.4], [-1.7, -1.7, -0.5], [-0.4, -0.1, 0.3], [-0.1, 0.0, -0.1], [0.7, -0.1, 0.1], [-0.1, -0.2, 0.0], [0.1, -0.6, -0.1], [0.3, -0.5, -0.8], [0.5, -0.1, 0.4], [-0.4, 0.6, -0.5], [-0.1, 0.3, -0.1], [-0.2, 0.0, 0.4], [-0.5, -0.2, 0.1], [-0.1, 0.3, 0.4], [0.2, 0.0, -0.9], [-0.3, -0.4, -1.0], [0.0, 1.0, 0.3], [-0.2, 0.3, 0.5], [0.5, 0.4, -0.6], [0.0, 0.0, 0.0], [-0.2, -0.4, 0.2], [0.0, -0.1, 0.6], [0.6, 0.1, 0.3], [0.4, 0.5, 0.0], [0.9, 0.3, 0.5], [0.1, 0.5, -0.2], [0.1, 0.3, 0.4], [0.5, -0.1, 0.1], [-0.2, 0.1, -0.1], [-1.0, -0.9, -0.5], [-0.3, 0.1, -0.2], [0.5, 0.2, -0.2], [0.4, 0.5, 0.1], [0.2, -0.4, -0.1], [-0.3, 0.2, 0.1], [-0.5, 0.0, 0.4], [-0.4, 0.5, -0.2], [-0.6, -0.1, -0.2], [-0.7, 0.6, 0.3], [0.3, -0.5, -0.6], [-0.2, -0.4, 0.3], [-0.7, -0.4, -0.1], [0.2, 0.0, -0.2], [0.0, 0.1, -0.4], [0.2, -0.4, -0.6], [-0.6, -0.3, -0.7], [-1.0, -0.5, 0.4], [0.2, 0.2, -0.6], [0.9, 0.1, 0.3], [-0.1, 0.9, -0.2], [0.3, 0.3, 0.7]]
}


2.
{
  "formula": "C39H50BrCl2F35O8Si2",
  "method": "ωB97M-V/def2-TZVPD",
  "gap_ev": 9.50,
  "species": ["Br", "Cl", "Cl", "Si", "Si", "F", "F", "F", "F", "F", "F", "F", "F", "F", "F", "F", "F", "F", "F", "F", "F", "F", "F", "F", "F", "F", "F", "F", "F", "F", "F", "F", "F", "F", "F", "F", "F", "F", "F", "F", "O", "O", "O", "O", "O", "O", "O", "O", "C", "C", "C", "C", "C", "C", "C", "C", "C", "C", "C", "C", "C", "C", "C", "C", "C", "C", "C", "C", "C", "C", "C", "C", "C", "C", "C", "C", "C", "C", "C", "C", "C", "C", "C", "C", "C", "C", "C", "H", "H", "H", "H", "H", "H", "H", "H", "H", "H", "H", "H", "H", "H", "H", "H", "H", "H", "H", "H", "H", "H", "H", "H", "H", "H", "H", "H", "H", "H", "H", "H", "H", "H", "H", "H", "H", "H", "H", "H", "H", "H", "H", "H", "H", "H", "H", "H", "H", "H"],
  "xyz": [[0.293, 2.878, 2.119], [-2.911, -3.296, 0.987], [-4.722, -1.307, 2.570], [-0.688, -1.200, 0.627], [0.130, 0.791, -1.301], [-5.788, 5.764, 1.514], [-6.781, -7.491, -5.534], [-3.559, -9.634, -6.381], [2.040, -4.838, -5.101], [-1.759, -3.741, -2.442], [-1.984, -0.913, -4.503], [-3.483, -2.447, -2.809], [0.937, -4.472, -3.256], [1.005, 1.717, 6.184], [-7.201, -9.065, -3.387], [-5.959, -6.718, -3.669], [-6.185, -9.466, -7.539], [-2.870, -8.462, -8.067], [1.063, 3.411, -3.321], [2.987, 2.675, -2.601], [-5.350, 4.315, 3.092], [-3.237, 3.364, 1.653], [3.898, 2.980, 8.945], [2.660, 3.005, -4.713], [1.741, 3.174, 10.781], [2.190, 4.037, 6.915], [-1.336, -5.593, -4.525], [-4.025, 8.037, 1.639], [-4.806, 7.070, -0.912], [2.594, 5.069, 11.442], [-2.230, -2.958, -5.174], [0.091, 4.268, 6.437], [-4.633, -10.430, -8.740], [-5.827, -10.048, -4.762], [-2.949, 7.904, -1.696], [-3.026, 5.433, 2.249], [0.431, -6.861, -4.413], [4.424, 3.169, 11.049], [-4.177, 9.511, 0.044], [1.437, 1.643, 8.324], [1.252, 3.976, -0.214], [-3.486, 4.893, 0.106], [-4.306, -7.524, -6.702], [-0.813, -0.512, -0.890], [-0.256, -2.247, -4.320], [3.265, 2.203, 2.701], [1.620, 0.734, -5.100], [0.660, 4.356, 8.553], [-0.075, -5.740, -4.977], [0.683, 2.246, 7.388], [-2.130, -2.503, -2.828], [-3.525, 7.348, -0.592], [0.807, -4.547, -4.597], [-5.208, 4.579, 1.774], [-3.473, 8.441, 0.480], [-5.789, -7.664, -4.634], [0.353, -2.736, 0.600], [1.634, 5.040, 9.331], [1.617, 1.094, -3.720], [1.668, -2.568, -0.198], [-2.385, -1.662, 1.295], [2.452, 4.243, 10.366], [6.160, -0.355, 0.083], [0.437, -3.161, -5.161], [0.409, 3.192, 0.199], [-5.041, -9.252, -8.213], [2.073, 2.567, -3.596], [0.946, 3.754, 7.349], [3.214, 2.703, 4.013], [3.877, 3.820, 9.997], [-3.947, -8.717, -7.284], [-5.957, -9.007, -3.918], [-3.715, 4.615, 1.436], [-2.783, 0.562, 2.306], [4.992, -0.956, 0.862], [-4.431, -7.354, -5.294], [4.077, -1.810, -0.017], [-1.632, -2.193, -4.240], [0.222, 0.860, -3.186], [-3.173, -0.837, 1.973], [3.889, 3.106, 1.804], [2.798, -2.152, 0.734], [5.405, 2.913, 1.745], [-2.759, 6.036, -0.336], [6.681, 0.851, 0.866], [-0.542, 2.467, -0.702], [5.870, 2.107, 0.522], [0.611, -2.908, 1.642], [5.010, 1.850, -0.084], [-0.095, -5.881, -6.061], [6.946, -1.096, -0.012], [6.493, 2.755, -0.085], [2.391, 0.188, -5.274], [-2.441, 8.755, 0.663], [4.494, 4.694, 9.772], [-2.000, 0.604, 3.047], [6.528, 0.626, 1.914], [5.880, 3.889, 1.748], [-0.209, -3.608, 0.299], [-5.709, 3.803, 1.191], [3.628, 4.133, 2.052], [-1.726, -1.776, -2.124], [-0.087, -0.237, 1.572], [4.371, -0.144, 1.229], [5.783, -0.045, -0.883], [-5.229, -9.107, -3.108], [-3.603, -7.813, -4.755], [2.355, 0.485, -3.208], [-1.530, 2.394, -0.260], [-2.407, 5.738, -1.322], [-0.430, 1.656, -3.529], [1.035, 5.721, 9.933], [7.736, 1.018, 0.696], [-3.639, 1.121, 2.635], [3.808, -1.228, -0.893], [-0.165, -0.056, -3.607], [4.582, -2.727, -0.298], [5.335, -1.569, 1.686], [1.934, -3.542, -0.583], [4.208, 2.831, 4.444], [1.513, 0.637, -0.798], [3.460, 2.905, 0.829], [2.270, 5.675, 8.714], [2.961, -2.981, 1.414], [-0.022, -3.232, -6.146], [1.399, -2.675, -5.318], [-4.303, -6.280, -5.162], [-2.430, 1.040, 1.401], [-0.630, 3.114, -1.561], [2.463, -1.324, 1.352], [-1.861, 6.200, 0.260], [-0.368, 2.046, 7.604], [5.706, 2.414, 2.659], [-5.233, -8.540, -9.019], [2.662, 2.005, 4.622], [1.558, -1.851, -1.004], [2.695, 3.662, 4.052]],
  "atomic_forces_ev_per_a": [[-0.3, 0.0, -0.4], [0.0, 0.0, -0.1], [-0.1, -0.1, 0.1], [-0.3, -0.9, 0.7], [0.0, 0.2, -0.9], [0.1, 0.1, 0.0], [0.0, -0.1, 0.0], [-0.2, 0.0, 0.0], [0.0, 0.0, -0.2], [0.1, -0.2, -0.2], [-0.2, 0.0, 0.0], [0.0, 0.0, -0.2], [-0.1, 0.0, 0.0], [-0.1, 0.0, 0.0], [0.0, 0.1, 0.0], [0.1, 0.0, 0.2], [0.0, 0.0, 0.2], [0.0, 0.0, -0.1], [0.1, 0.0, 0.0], [-0.3, 0.1, 0.0], [0.1, 0.0, 0.0], [-0.1, 0.0, 0.0], [-0.2, 0.0, -0.2], [0.0, 0.0, 0.2], [0.1, -0.1, -0.1], [0.0, -0.2, 0.2], [-0.1, 0.2, 0.1], [0.0, -0.3, 0.0], [0.0, 0.0, 0.1], [0.1, 0.2, 0.0], [0.1, -0.1, 0.1], [0.0, 0.0, -0.1], [0.0, 0.0, 0.0], [0.1, 0.1, -0.2], [0.2, 0.1, 0.0], [-0.2, 0.1, 0.0], [0.1, 0.1, 0.0], [-0.1, 0.1, 0.0], [0.0, -0.1, -0.1], [0.2, 0.1, 0.0], [-1.9, -1.9, 1.1], [-0.6, 0.4, 0.3], [-0.6, -0.5, 0.0], [0.4, 0.7, 0.6], [-0.2, -0.7, 0.4], [0.1, 0.0, 0.0], [-0.1, -0.2, 0.1], [0.4, -0.6, 0.1], [0.1, -0.4, -0.2], [-0.1, -0.3, 0.1], [-0.2, 0.0, 0.4], [-0.4, -0.4, 0.0], [-0.1, 0.3, 0.5], [-0.3, -0.1, 0.0], [0.1, 0.3, 0.0], [-0.1, 0.1, -0.6], [0.2, 0.5, -0.3], [-0.2, 0.6, -0.2], [-0.2, -0.2, -1.0], [-0.2, -0.4, 1.0], [0.0, -0.3, -0.4], [-0.5, -0.4, -0.1], [0.0, -0.1, 1.1], [0.1, 0.5, -0.4], [2.0, 2.0, -1.0], [-0.2, -0.1, -0.2], [0.5, -0.1, 0.0], [0.0, 0.7, 0.2], [0.1, 0.0, 0.0], [0.3, 0.0, 0.1], [0.3, 0.4, 0.4], [-0.1, -0.1, 0.3], [0.8, 0.2, -0.4], [-0.1, 0.1, -0.5], [-0.3, -0.2, -1.2], [0.6, 0.3, 0.0], [-0.2, 0.3, 1.0], [0.3, -0.1, -0.5], [-0.1, 0.3, 0.9], [0.0, 0.0, 0.3], [0.1, -0.2, -0.1], [-0.2, -0.1, -0.5], [-0.3, 0.2, -0.3], [0.5, -0.4, -0.1], [-0.5, 0.0, -0.5], [0.0, 0.0, 0.7], [0.5, 0.3, 0.6], [0.0, -0.1, 0.3], [-0.3, -0.2, -0.1], [0.0, 0.1, 0.0], [0.1, -0.2, -0.4], [0.0, 0.1, -0.3], [0.1, 0.2, -0.1], [0.0, -0.1, 0.0], [-0.1, 0.0, 0.0], [0.2, 0.0, 0.3], [0.3, -0.1, 0.4], [0.2, 0.2, 0.0], [-0.3, -0.1, -0.3], [0.1, 0.0, 0.0], [-0.1, 0.2, 0.2], [0.0, 0.0, -0.2], [0.0, 0.2, -0.2], [0.0, 0.2, 0.4], [0.2, 0.0, -0.4], [0.0, 0.0, 0.0], [-0.1, -0.3, 0.0], [0.2, 0.0, 0.3], [-0.1, -0.2, 0.3], [-0.1, 0.0, 0.0], [-0.2, 0.1, -0.2], [0.0, 0.0, 0.1], [0.3, 0.0, 0.0], [-0.3, 0.2, 0.3], [0.1, 0.0, -0.4], [0.2, -0.2, 0.0], [0.1, -0.2, -0.4], [0.2, 0.1, 0.4], [0.0, -0.2, -0.6], [0.2, 0.0, 0.1], [0.0, -0.1, 0.2], [-0.1, 0.0, -0.2], [0.2, -0.2, -0.1], [0.2, -0.2, 0.3], [-0.2, -0.2, 0.1], [0.0, 0.0, 0.1], [-0.1, 0.0, 0.0], [0.3, 0.2, -0.1], [0.0, 0.1, -0.5], [0.1, 0.4, 0.1], [-0.1, 0.1, 0.2], [0.0, 0.1, -0.1], [0.1, -0.1, 0.3], [0.1, 0.0, 0.0], [-0.1, -0.3, 0.1], [0.0, 0.0, -0.4], [-0.1, 0.2, -0.1]]
}